{"formula": "C16H48O16", "method": "ωB97M-V with the def2-TZVPD basis set", "elements": ["O", "C", "C", "O", "H", "H", "H", "H", "H", "H", "O", "C", "C", "O", "H", "H", "H", "H", "H", "H", "O", "C", "C", "O", "H", "H", "H", "H", "H", "H", "O", "C", "C", "O", "H", "H", "H", "H", "H", "H", "O", "C", "C", "O", "H", "H", "H", "H", "H", "H", "O", "C", "C", "O", "H", "H", "H", "H", "H", "H", "O", "C", "C", "O", "H", "H", "H", "H", "H", "H", "O", "C", "C", "O", "H", "H", "H", "H", "H", "H"], "positions_angstrom": [[-19.086, 7.843, 12.855], [-18.816, 9.057, 12.112], [-18.588, 8.478, 10.687], [-17.375, 7.802, 10.465], [-20.031, 7.870, 13.022], [-19.554, 9.859, 12.090], [-17.887, 9.499, 12.475], [-18.311, 9.334, 10.071], [-19.415, 8.011, 10.153], [-17.453, 7.138, 11.154], [-16.599, 13.033, 20.325], [-16.012, 12.418, 21.532], [-15.194, 11.092, 21.203], [-16.105, 9.875, 20.899], [-17.427, 12.557, 20.227], [-15.650, 13.040, 22.350], [-16.924, 12.064, 22.012], [-14.588, 10.696, 22.018], [-14.552, 11.248, 20.336], [-16.389, 9.881, 19.981], [-17.319, 10.080, 15.289], [-16.163, 9.912, 16.088], [-16.386, 10.683, 17.417], [-17.307, 10.091, 18.330], [-17.344, 9.239, 14.827], [-16.025, 8.856, 16.318], [-15.256, 10.198, 15.557], [-16.641, 11.694, 17.100], [-15.506, 10.900, 18.023], [-18.002, 9.663, 17.825], [-12.517, 13.476, 17.544], [-12.388, 12.616, 16.439], [-10.999, 12.094, 16.550], [-10.078, 13.101, 16.242], [-13.359, 13.688, 17.953], [-12.987, 11.705, 16.445], [-12.566, 13.249, 15.570], [-10.887, 11.395, 15.722], [-10.686, 11.712, 17.522], [-10.344, 13.829, 16.809], [-16.210, 6.801, 13.660], [-16.621, 5.547, 13.988], [-16.034, 4.447, 13.095], [-16.585, 4.385, 11.829], [-16.961, 7.271, 13.291], [-16.449, 5.209, 15.010], [-17.679, 5.496, 13.731], [-16.114, 3.442, 13.511], [-14.982, 4.589, 12.847], [-15.856, 4.587, 11.238], [-13.475, 8.733, 17.636], [-12.180, 8.811, 18.311], [-11.227, 7.718, 17.789], [-11.534, 6.460, 18.446], [-13.838, 7.860, 17.807], [-11.709, 9.793, 18.365], [-12.393, 8.666, 19.370], [-10.292, 8.026, 18.256], [-11.098, 7.661, 16.709], [-11.228, 5.701, 17.944], [-21.053, 10.215, 17.872], [-21.343, 11.607, 18.144], [-20.203, 12.451, 18.759], [-20.577, 13.809, 18.657], [-21.850, 9.757, 18.147], [-21.599, 12.275, 17.322], [-22.220, 11.679, 18.786], [-19.260, 12.217, 18.267], [-20.010, 12.125, 19.781], [-20.506, 13.972, 17.713], [-14.107, 16.567, 17.535], [-15.010, 15.783, 16.754], [-15.747, 14.887, 17.700], [-14.897, 14.189, 18.564], [-13.405, 15.939, 17.722], [-15.765, 16.281, 16.145], [-14.282, 15.303, 16.100], [-16.168, 14.124, 17.046], [-16.564, 15.361, 18.244], [-15.539, 13.863, 19.199]], "atomic_forces_ev_per_a": [[-0.4, 1.2, 0.9], [0.9, -2.1, -2.0], [1.0, 3.8, -1.7], [-0.3, -1.2, 1.6], [-0.1, -0.5, 0.3], [-0.5, -0.5, 0.3], [0.1, -0.1, 0.0], [-1.0, 0.8, -0.2], [-0.4, -0.3, 0.8], [0.9, -1.0, -0.1], [1.2, 0.0, 1.2], [-1.6, -2.6, -0.3], [-1.9, -1.0, -0.7], [1.6, 2.4, 1.3], [0.0, 0.1, -0.4], [0.8, 0.8, -1.0], [0.1, -0.5, 0.4], [-0.2, 0.5, 0.2], [0.0, 0.1, 0.0], [-0.1, 0.3, -0.4], [0.0, -0.3, -0.1], [0.4, -0.1, 1.8], [0.8, 0.5, -0.6], [0.1, 0.2, -0.6], [-0.6, 0.0, -0.4], [0.0, -0.2, 0.1], [0.1, 0.5, 0.2], [-0.9, 0.2, 0.0], [0.5, -0.7, -0.3], [-0.3, 0.0, -0.1], [1.0, 0.6, 0.9], [-0.5, 0.0, 1.2], [0.9, 0.1, -1.8], [0.7, 0.9, -0.1], [-0.9, -0.5, -0.3], [-0.9, 0.2, 0.2], [0.2, -0.6, -0.6], [0.2, -0.7, 0.3], [-0.8, -0.6, 0.1], [0.2, 0.4, 0.1], [1.1, 2.0, -0.1], [-1.1, -2.9, -1.0], [1.5, -0.1, 0.5], [-1.1, 0.4, -1.8], [0.0, 0.1, 0.0], [0.1, 0.6, 0.3], [-0.4, -0.4, 0.6], [-0.2, 0.1, 0.7], [0.5, 0.3, 1.2], [-0.5, 0.0, -0.4], [1.0, 1.2, 0.0], [-1.3, -1.7, -0.2], [0.6, 0.5, 2.1], [-0.7, 0.5, -0.5], [0.2, -0.1, 0.2], [-0.4, 0.2, -1.2], [0.3, -0.6, 0.2], [0.6, 0.0, -0.5], [-0.4, 0.0, 0.0], [0.1, 0.2, -0.2], [-0.1, 1.5, 0.0], [0.2, 0.5, 0.6], [0.0, -1.7, 0.3], [0.4, -0.4, 0.2], [0.1, -0.3, -0.1], [-0.3, -0.9, -1.1], [0.1, -0.1, 0.3], [0.1, 0.2, -0.5], [-0.3, 0.6, 0.3], [-0.1, 0.6, -0.1], [-0.5, 1.2, -0.2], [1.3, -0.1, 0.9], [-0.4, -1.2, -1.7], [0.3, 0.5, 0.3], [0.3, 0.2, 0.3], [0.4, 0.8, 0.2], [-0.8, -1.0, -0.5], [-0.8, -0.1, -0.2], [0.2, 0.4, 0.0], [0.2, -0.8, 0.9]], "homo_ha": -0.3646, "lumo_energy_ev": 0.165, "relative_energy_kj_mol": 406.1, "gap_ha": 0.3707}

***

{"formula": "C16H48O16", "method": "ωB97M-V with the def2-TZVPD basis set", "elements": ["O", "C", "C", "O", "H", "H", "H", "H", "H", "H", "O", "C", "C", "O", "H", "H", "H", "H", "H", "H", "O", "C", "C", "O", "H", "H", "H", "H", "H", "H", "O", "C", "C", "O", "H", "H", "H", "H", "H", "H", "O", "C", "C", "O", "H", "H", "H", "H", "H", "H", "O", "C", "C", "O", "H", "H", "H", "H", "H", "H", "O", "C", "C", "O", "H", "H", "H", "H", "H", "H", "O", "C", "C", "O", "H", "H", "H", "H", "H", "H"], "positions_angstrom": [[2.543, 3.417, -0.538], [1.454, 3.958, -1.240], [0.314, 2.967, -1.357], [-0.237, 2.746, -0.070], [3.135, 4.135, -0.298], [0.959, 4.833, -0.793], [1.791, 4.312, -2.226], [0.630, 2.012, -1.794], [-0.484, 3.378, -1.986], [-1.171, 2.476, -0.173], [3.165, -0.968, -3.136], [4.039, -2.062, -3.343], [5.501, -1.645, -3.253], [5.897, -0.595, -4.124], [3.257, -0.357, -3.877], [3.836, -2.746, -2.515], [3.839, -2.611, -4.269], [6.209, -2.469, -3.434], [5.821, -1.348, -2.252], [5.736, -0.847, -5.039], [-4.597, -2.360, 1.639], [-4.589, -2.234, 0.230], [-5.339, -0.968, -0.214], [-5.174, 0.081, 0.742], [-4.294, -3.255, 1.818], [-3.567, -2.179, -0.166], [-5.118, -3.105, -0.179], [-6.414, -1.193, -0.257], [-4.967, -0.615, -1.183], [-5.280, 0.894, 0.223], [2.159, -4.342, 1.411], [1.562, -3.026, 1.470], [1.950, -2.356, 2.780], [3.140, -1.589, 2.704], [2.743, -4.341, 0.647], [1.798, -2.416, 0.598], [0.476, -3.168, 1.500], [1.906, -3.035, 3.635], [1.157, -1.639, 3.030], [3.890, -2.188, 2.819], [-4.445, -1.548, 4.402], [-3.144, -1.065, 4.709], [-2.246, -0.937, 3.483], [-2.904, -0.057, 2.569], [-4.555, -2.392, 4.842], [-3.241, -0.076, 5.176], [-2.701, -1.670, 5.512], [-1.930, -1.841, 2.955], [-1.364, -0.369, 3.822], [-2.332, -0.021, 1.782], [5.133, 2.302, -0.259], [5.136, 0.988, -0.820], [4.369, 0.080, 0.125], [4.913, 0.245, 1.431], [5.321, 2.903, -0.984], [4.681, 1.068, -1.813], [6.152, 0.601, -0.976], [4.480, -0.960, -0.205], [3.323, 0.398, 0.155], [4.693, -0.570, 1.894], [-2.887, 2.560, -0.739], [-3.805, 3.670, -0.709], [-4.917, 3.380, 0.296], [-5.905, 2.555, -0.300], [-3.219, 1.921, -1.377], [-3.195, 4.525, -0.412], [-4.196, 3.828, -1.717], [-5.389, 4.317, 0.610], [-4.397, 2.965, 1.157], [-6.386, 3.015, -0.989], [-1.124, -0.267, 0.397], [-1.203, -0.214, -1.034], [-0.005, -0.948, -1.607], [1.181, -0.361, -1.088], [-0.171, -0.185, 0.564], [-2.139, -0.646, -1.385], [-1.152, 0.834, -1.360], [0.002, -0.838, -2.701], [-0.021, -2.011, -1.336], [1.916, -0.729, -1.597]], "atomic_forces_ev_per_a": [[-0.3, 0.1, 0.1], [-0.8, 0.5, -0.6], [-0.2, -0.3, 0.2], [0.0, -0.1, 0.2], [0.1, -0.2, 0.2], [0.5, 0.0, 0.5], [-0.2, -0.3, -0.2], [0.3, 0.1, 0.0], [0.2, 0.2, -0.3], [0.5, 0.3, 0.1], [-0.2, 0.0, -0.3], [0.6, 0.0, 0.6], [1.3, -0.5, -0.1], [-0.6, 0.4, 0.0], [0.0, 0.1, 0.2], [0.1, -0.1, -0.1], [-0.1, 0.2, -0.1], [-0.6, -0.5, -0.2], [-0.6, 0.4, 0.0], [0.1, -0.1, 0.0], [0.0, 0.0, -0.3], [-0.2, 0.3, -0.2], [-0.4, 0.2, 1.2], [0.3, -0.2, -0.8], [0.0, 0.0, 0.2], [0.1, -0.2, 0.1], [0.2, 0.1, -0.4], [0.1, -0.1, -0.4], [-0.1, -0.4, -0.2], [-0.2, -0.2, 0.5], [0.2, 0.6, -0.5], [-0.3, -0.9, 1.1], [-1.1, 1.0, -0.3], [0.5, -0.6, 0.2], [0.0, -0.2, 0.1], [0.2, 0.1, 0.1], [0.0, 0.0, -0.1], [0.5, -0.4, -0.3], [0.2, 0.2, -0.2], [-0.2, -0.1, 0.1], [0.1, 0.0, 0.2], [0.0, -0.2, 0.2], [-0.2, 1.8, -0.1], [0.4, -0.3, 0.1], [-0.1, -0.1, 0.0], [-0.1, 0.1, -0.4], [0.3, -0.1, -0.3], [-0.2, -0.4, 0.4], [0.3, -0.6, 0.2], [-0.4, 0.1, 0.2], [0.5, -0.2, -0.1], [-0.1, 0.4, 0.0], [0.1, 0.8, 0.1], [0.4, -0.6, -0.3], [0.0, 0.1, 0.1], [-0.3, -0.5, 0.1], [0.1, 0.2, 0.3], [-0.2, 0.0, -0.1], [-0.1, -0.2, -0.2], [-0.2, 0.5, 0.1], [-0.5, 0.1, -0.5], [0.5, -0.4, 0.4], [0.3, 1.6, -1.0], [0.2, -0.9, 0.6], [0.0, -0.1, 0.2], [-0.2, 0.1, 0.0], [-0.1, 0.2, 0.0], [0.1, 0.1, 0.1], [-0.7, -0.7, 0.1], [0.1, 0.3, 0.0], [0.2, -0.3, -0.7], [0.7, 0.2, 0.4], [0.0, 0.0, -0.5], [-0.2, -0.1, 0.2], [-0.2, 0.3, 0.3], [0.0, -0.2, 0.2], [-0.1, -0.3, 0.0], [-0.2, -0.2, 0.1], [-0.3, 0.0, -0.1], [0.2, 0.3, 0.0]], "homo_ha": -0.3168, "lumo_energy_ev": 0.102, "relative_energy_kj_mol": 243.9, "gap_ha": 0.3205}